No. 1
Computed, not measured: a molecular structure, C3H6O, with ωB97M-V/def2-TZVPD.

Geometry (Å):
C 0.68470 0.54368 -0.33778
C -0.33262 -0.53174 -0.54091
C -1.19244 -0.82537 0.37925
H 1.70775 1.45873 1.21755
H 0.44703 1.12521 -1.23875
H 1.65678 -0.01556 -0.34962
H -0.36896 -0.87937 -1.56656
H -1.88460 -1.66870 0.23651
H -1.28503 -0.43462 1.35988
O 0.56737 1.22775 0.84043

Properties
Net charge = 0
Calculated total energy = -193.05097 hartree
Energy relative to the best compared isomer or geometry (same formula, charge and spin) = 57.9 kcal per mole
Molecular weight = 58.08 g/mol

=====

No. 2
Computed, not measured: 2 unconnected molecules or ions with the total composition C4H7Cl4F3N3O, with ωB97M-V/def2-TZVPD.

Geometry (Å):
N 3.85254 -1.43251 1.49532
C 2.88323 -0.82280 0.54617
N 3.13548 0.53040 0.18043
N 1.88542 -1.59082 0.11336
C 0.59358 -1.14042 -0.46271
O -0.43479 -1.42663 0.52404
C -1.10179 -0.25636 0.92126
F -1.86060 -0.55476 2.06942
F -0.23787 0.79105 1.29859
F -2.01415 0.20090 -0.05259
H 4.35125 -2.14495 0.94364
H 3.25555 -1.85738 2.21940
H 2.41247 0.93014 -0.42840
H 3.33825 1.12376 0.99629
H 2.02643 -2.61484 0.18524
H 0.33475 -1.79431 -1.37108
H 0.59170 -0.07113 -0.83936
C -4.60291 2.42627 -1.66759
Cl -4.26905 2.61137 0.06785
Cl -5.65591 1.01956 -1.92081
Cl -5.40904 3.88628 -2.27354
Cl -3.07455 2.18717 -2.54496

Properties
Net charge = +1
Calculated total energy = -2536.21546 hartree
Molecular weight = 311.93 g/mol

=====

No. 3
Computed, not measured: a molecular structure, C24H46BBeCl2N4O4Si, with ωB97M-V/def2-TZVPD.

Geometry (Å):
C -2.29198 -0.83730 -3.99670
C -0.96729 -0.98601 -3.27770
H -2.10641 -0.30329 -4.93690
H -3.02364 -0.25682 -3.43021
H -2.76913 -1.80089 -4.24772
C -0.00153 -1.70884 -3.86981
C -0.14457 -2.35934 -5.22506
H 1.00459 -1.82064 -3.45380
H -0.14010 -1.58574 -6.03624
H -1.08252 -2.96714 -5.33076
H 0.71600 -3.04113 -5.43991
Be -2.64938 3.02114 -5.28031
Cl -3.87586 2.61960 -3.92821
C 0.27608 -1.65136 2.50828
O 1.30289 -1.33927 1.89872
N 0.19068 -2.69097 3.36776
C 1.31706 -3.60455 3.47220
C -1.07726 -3.13567 3.91939
H -0.65154 -1.07056 2.36683
H 2.24754 -3.02955 3.50869
H 1.34518 -4.30279 2.62006
H 1.20754 -4.19127 4.39129
H -1.71276 -2.26828 4.11571
H -0.88758 -3.68730 4.84752
H -1.60742 -3.80884 3.22597
H 1.26519 3.50445 5.56301
H -0.83259 3.19652 5.16059
C 1.65076 3.27789 4.56903
C -0.75589 2.89542 4.11928
N 0.62748 2.56089 3.83307
H 2.55483 2.67605 4.66235
C 0.97811 1.86933 2.72072
O 2.11883 1.80230 2.26205
H -1.42208 2.05001 3.95552
H 0.11777 1.34627 2.25501
H 1.93505 4.21806 4.08095
H -1.12670 3.71476 3.49410
H 2.54790 0.52262 -3.45766
H 3.69130 -2.00893 -0.77606
C 3.05101 0.33438 -2.49907
C 3.31457 -0.98721 -0.51073
N 2.28904 -0.45483 -1.49016
H 3.30158 1.31713 -2.04645
C 1.26356 0.40827 -0.89052
O 1.68476 1.76455 -0.70508
H 2.89487 -1.03805 0.50202
H 0.88915 0.04741 0.07210
H 4.00411 -0.13967 -2.73573
H 4.19110 -0.30613 -0.48457
O 0.00868 0.69275 -1.68661
C -0.83931 -0.53704 -1.86346
C 0.51949 -2.71429 -0.89365
C -0.56744 -1.82177 -0.91287
H 1.43308 -2.43861 -1.42080
C 0.45044 -3.94897 -0.20823
H -1.84071 -0.21257 -1.58655
C -1.74762 -2.31012 -0.30976
H 1.30873 -4.61105 -0.16817
C -0.70055 -4.34754 0.46068
C -1.82986 -3.54084 0.36023
H -2.65030 -1.70083 -0.36473
H -0.75644 -5.27914 1.02661
H -2.77365 -3.83723 0.83156
Si 0.47799 2.86162 -1.09878
Cl -1.45670 2.17809 -6.19558
C 1.80554 4.29510 -0.70765
C -0.79147 3.48142 0.15996
C -0.30749 3.37367 -2.71216
H 2.31372 4.03091 0.24875
H 1.47004 5.35508 -0.61669
H 2.60719 4.28107 -1.47644
H 0.18418 2.91558 -3.57695
H -0.33155 4.46438 -2.91091
H -1.35621 3.03550 -2.72479
H -0.58517 3.11979 1.17109
H -1.80772 3.15522 -0.08014
H -0.81795 4.57836 0.24141
B -2.85114 -0.34632 2.69693
C -2.33014 0.40031 1.45165
N -2.01772 1.02089 0.51495
H -3.96495 0.19220 2.85493
H -2.13229 -0.02032 3.63922
H -2.97504 -1.53002 2.41413

Properties
Net charge = -1
Calculated total energy = -2711.69174 hartree
Energy relative to the best compared isomer or geometry (same formula, charge and spin) = 102.9 kcal per mole
Molecular weight = 573.47 g/mol

=====

No. 4
Computed, not measured: 4 unconnected molecules or ions with the total composition C17H25ClNO10PS4, with ωB97M-V/def2-TZVPD.

Geometry (Å):
O 3.54633 0.75874 -1.09360
C 3.22712 2.01779 -1.41984
O 3.95468 3.04305 -2.19943
C 3.04024 4.17431 -2.53800
O 3.21557 5.21042 -3.36469
C 1.62693 4.12286 -1.70079
P 0.18232 5.38188 -1.58709
O -1.30520 4.58580 -1.06624
Cl 0.75019 6.71672 0.01460
C 1.79390 2.78048 -1.03991
N 0.76537 2.10151 -0.12537
C 0.02565 1.22037 -0.92451
S -0.69233 0.27109 -2.18580
H -1.77698 4.17835 -1.87630
C 1.59415 -4.79485 -2.34713
C 1.06376 -5.77560 -1.30242
C -0.08663 -5.08739 -0.56961
S -0.78889 -3.92068 -1.72602
O -0.56084 -2.58158 -1.22508
O -2.10055 -4.38352 -2.13317
C 0.36548 -4.23345 -3.04709
H 2.27205 -5.28187 -3.05416
H 2.14512 -3.98746 -1.85015
H 0.69414 -6.67821 -1.80404
H 1.84729 -6.08593 -0.60408
H -0.85429 -5.80286 -0.26413
H 0.26998 -4.52930 0.30047
H 0.56665 -3.31069 -3.59393
H -0.08211 -4.97676 -3.71357
C -6.56175 -4.57974 -0.82181
C -6.24269 -3.37918 0.06784
C -5.93838 -3.91290 1.46663
S -5.29892 -5.56594 1.24252
O -6.23632 -6.50493 1.82192
O -3.88670 -5.57914 1.56798
C -5.47967 -5.60861 -0.52980
H -6.58130 -4.30660 -1.88088
H -7.54606 -4.98444 -0.55761
H -5.36310 -2.85628 -0.32690
H -7.06851 -2.66125 0.09022
H -5.19088 -3.30038 1.97709
H -6.84427 -3.97959 2.07539
H -5.74595 -6.61601 -0.85418
H -4.52376 -5.31078 -0.97090
C 4.15776 6.29998 4.20250
C 5.42857 6.02014 3.40168
C 5.00113 5.56592 2.00703
S 3.41583 6.32906 1.69700
O 2.41332 5.28837 1.60728
O 3.56848 7.34877 0.67850
C 3.26512 7.12271 3.28540
H 4.37363 6.83012 5.13469
H 3.66503 5.35388 4.45656
H 6.02104 6.93992 3.32463
H 6.05534 5.26594 3.88771
H 5.71420 5.88664 1.24336
H 4.86973 4.48131 1.96212
H 2.22016 7.13401 3.59991
H 3.63980 8.14575 3.18518

Properties
Net charge = 0
Calculated total energy = -3863.96275 hartree
SMILES string = O=C1OC(=O)C(P(O)Cl)=C1N=C=S.O=S1(=O)CCCC1.O=S1(=O)CCCC1.O=S1(=O)CCCC1
Molecular weight = 598.08 g/mol

=====

No. 5
Computed, not measured: a molecular structure, C18H33BaN3O3, with ωB97M-V/def2-TZVPD.

Geometry (Å):
C 0.14898 2.79882 -5.52035
C 1.46466 3.46531 -5.76900
H -0.64333 3.54887 -5.57319
H -0.06003 2.11845 -6.35300
C 2.55053 3.21765 -4.99227
C 2.52250 2.20828 -3.88698
H 2.50173 2.72170 -2.92166
H 3.46140 1.64998 -3.89355
C 1.48103 4.42023 -6.91190
H 0.54130 4.38785 -7.45997
H 2.28884 4.23807 -7.61308
H 1.58951 5.44735 -6.55110
C 3.85919 3.90793 -5.16913
H 3.76998 4.98826 -5.20474
H 4.34219 3.59061 -6.09792
H 4.54692 3.65188 -4.36419
Ba 0.00000 0.00000 0.00000
O 0.39267 0.75177 -1.85869
C 1.19725 0.42113 -2.74167
O 1.32620 -1.45253 -0.50046
C 1.93842 -1.59197 -1.54995
O 2.73625 -2.61616 -1.75807
N 1.93400 -0.73906 -2.65551
C 3.23139 -2.61175 -3.12838
C 2.91679 -1.21145 -3.64767
H 2.70306 -3.39557 -3.66246
H 4.29012 -2.83617 -3.09372
H 2.49036 -1.23625 -4.64396
H 3.79119 -0.56538 -3.64347
C 1.34452 1.24861 -3.98085
C 0.05375 2.05618 -4.20112
H 1.49150 0.60018 -4.84349
H -0.05293 2.75880 -3.37475
H -0.82991 1.41744 -4.19138
C -3.16743 -1.68754 0.02482
N -2.70352 -0.30845 0.23999
C -3.40666 0.61482 -0.66269
C -2.83122 0.13235 1.65899
C -2.10390 -0.76791 2.72260
N -0.61779 -0.87636 2.55386
C 0.09979 0.06711 3.42374
C -0.15653 -2.25057 2.80058
H -3.05854 -1.97178 -1.04229
H -4.23370 -1.79803 0.32434
H -2.54883 -2.40761 0.59536
H -4.50342 0.59731 -0.47365
H -3.03005 1.65157 -0.52503
H -3.21738 0.33208 -1.72023
H -2.41950 1.16042 1.75827
H -3.90998 0.17704 1.93660
H -2.34696 -0.37834 3.73754
H -2.58854 -1.76719 2.69588
H -0.07933 -0.15582 4.49835
H 1.19212 0.01427 3.22146
H -0.22565 1.10674 3.20608
H -0.39062 -2.56394 3.84277
H -0.64883 -2.95168 2.09384
H 0.93839 -2.32677 2.63253

Properties
Net charge = +2
Calculated total energy = -1120.60722 hartree
Energy relative to the best compared isomer or geometry (same formula, charge and spin) = 0.0 kcal per mole
Molecular weight = 476.81 g/mol

=====

No. 6
Computed, not measured: a single C2H4N2OS molecule, with ωB97M-V/def2-TZVPD.

Geometry (Å):
C -0.00105 0.12356 0.11879
C 0.93897 0.83625 0.95935
H 1.53565 -1.04543 -0.43968
H 0.05923 -1.68136 -1.29977
H 0.42527 1.64320 1.55432
H -2.86403 0.07925 -0.58666
N 0.50124 -0.91502 -0.61063
N -1.19180 0.58808 0.08738
O -1.99281 -0.22564 -0.74063
S 2.58933 0.59709 0.95755

Properties
Net charge = 0
Calculated total energy = -661.46328 hartree
Energy relative to the best compared isomer or geometry (same formula, charge and spin) = 76.7 kcal per mole
SMILES string = N/C(C=S)=N\O
Molecular weight = 104.13 g/mol

=====

No. 7
Computed, not measured: a molecular structure, C3H5NO, with ωB97M-V/def2-TZVPD.

Geometry (Å):
C 0.58524 1.12848 -1.19747
C -0.56836 -1.00831 1.15782
C 0.02212 -0.26411 0.05629
O 0.05833 1.22770 0.08388
N 0.46118 -0.40811 -1.11074
H 1.63825 1.41168 -1.29843
H -0.05669 1.50676 -2.00006
H -0.54042 -0.41517 2.07403
H 0.00547 -1.92572 1.31648
H -1.60514 -1.25321 0.91820

Properties
Net charge = 0
Calculated total energy = -247.24367 hartree
Energy relative to the best compared isomer or geometry (same formula, charge and spin) = 39.9 kcal per mole
Molecular weight = 71.08 g/mol

=====

Maximum force values (in eV/Å) by entry order: 6.4, 4.1, 4.3, 9.7, 13.0, 4.2, 4.5.
HOMO energy values (in eV) by entry order: -9.518, -13.149, -5.927, -9.157, -13.355, -9.015, -9.944.